(1)
ORCA calculation (ωB97M-V with the def2-TZVPD basis set) on a structure of composition C5BeO5.

Results
Energy above the lowest of the compared OMol25 structures with the same formula, charge and spin ... 119.2 kcal per mole
2S+1 ... 1
Highest occupied orbital energy ... -21.47 eV
Kohn-Sham gap ... 8.65 eV
LUMO ... -12.822 eV
Total charge ... +2

Atoms and positions in Å:
1 O -2.321 1.056 -0.750
2 C -1.300 0.615 -0.372
3 Be 0.002 0.174 0.214
4 O -0.035 -1.702 -1.990
5 C -0.054 -0.980 -1.080
6 C -0.665 -0.339 1.445
7 O -1.188 -0.745 2.411
8 C 1.269 -0.550 0.536
9 O 2.275 -1.052 0.875
10 O 1.289 2.202 -0.905
11 C 0.727 1.320 -0.385

Computed Mulliken charges, given in elementary charges: -0.1101, 0.7685, 0.1757, 0.0066, 0.0835, 0.2381, -0.0697, 0.7723, -0.1099, -0.0734, 0.3185

---

(2)
ORCA calculation (ωB97M-V with the def2-TZVPD basis set) on a structure of composition C40H40BaNO2Si.

Results
2S+1 ... 1
Highest occupied orbital energy ... -3.55 eV
Kohn-Sham gap ... 5.04 eV
LUMO ... 1.494 eV
Total charge ... -1

Atoms and positions in Å:
1 C -0.787 1.202 -1.918
2 C -0.082 2.337 -1.461
3 C 1.299 2.113 -1.657
4 H -0.528 3.245 -1.068
5 C 1.457 0.838 -2.264
6 C 0.157 0.274 -2.431
7 H 2.394 0.407 -2.618
8 C -0.943 0.387 2.233
9 C -1.119 1.668 1.652
10 C 0.101 2.371 1.761
11 H -2.045 2.048 1.224
12 C 1.054 1.515 2.374
13 C 0.396 0.290 2.706
14 H 2.089 2.837 -1.472
15 H -0.075 -0.680 -2.908
16 H -1.868 1.085 -1.924
17 H 0.839 -0.548 3.264
18 H 0.284 3.411 1.478
19 H -1.718 -0.364 2.363
20 Ba 0.962 -0.882 0.139
21 C 2.496 1.830 2.679
22 C 2.844 1.255 4.062
23 C 2.749 3.347 2.639
24 H 2.158 1.664 4.817
25 H 3.874 1.515 4.326
26 H 2.760 0.162 4.070
27 H 2.103 3.859 3.364
28 H 2.551 3.757 1.638
29 H 3.797 3.550 2.895
30 C 3.367 1.168 1.570
31 C 4.888 1.267 1.754
32 H 3.104 1.624 0.599
33 H 3.158 0.075 1.506
34 O 5.458 1.509 2.818
35 N 5.647 1.056 0.630
36 C 5.200 0.855 -0.745
37 H 6.648 1.077 0.794
38 C 4.966 2.156 -1.491
39 C 4.610 2.096 -2.843
40 H 4.524 1.113 -3.319
41 C 4.362 3.266 -3.562
42 H 4.072 3.198 -4.612
43 C 4.490 4.514 -2.936
44 H 4.310 5.431 -3.502
45 C 4.857 4.580 -1.587
46 H 4.965 5.543 -1.083
47 C 5.100 3.402 -0.865
48 H 5.409 3.455 0.184
49 H 4.279 0.241 -0.765
50 H 5.972 0.270 -1.271
51 O -1.301 -1.410 -0.227
52 Si -2.742 -2.087 -0.295
53 C -3.992 -0.921 -1.082
54 C -5.018 -0.315 -0.340
55 C -5.919 0.569 -0.952
56 C -5.789 0.887 -2.309
57 C -4.754 0.309 -3.051
58 C -3.867 -0.589 -2.442
59 C -2.617 -3.690 -1.270
60 C -2.945 -4.918 -0.679
61 C -2.765 -6.116 -1.384
62 C -2.252 -6.095 -2.685
63 C -1.913 -4.870 -3.274
64 C -2.082 -3.673 -2.565
65 C -3.288 -2.617 1.417
66 C -2.309 -2.846 2.396
67 C -2.674 -3.260 3.682
68 C -4.021 -3.477 3.993
69 C -4.998 -3.286 3.011
70 C -4.632 -2.861 1.725
71 H -5.126 -0.536 0.724
72 H -6.724 1.014 -0.364
73 H -6.485 1.582 -2.784
74 H -4.630 0.554 -4.108
75 H -3.065 -1.026 -3.045
76 H -3.339 -4.946 0.340
77 H -3.026 -7.063 -0.908
78 H -2.112 -7.027 -3.236
79 H -1.508 -4.842 -4.286
80 H -1.789 -2.728 -3.032
81 H -1.247 -2.697 2.164
82 H -1.898 -3.414 4.435
83 H -4.304 -3.800 4.997
84 H -6.051 -3.465 3.235
85 H -5.403 -2.726 0.962

Computed Mulliken charges, given in elementary charges: 1.0943, -1.6192, 0.8318, 0.4122, -1.1997, -1.4991, 0.3524, 0.0627, -0.7824, -0.8199, 0.4079, 0.5518, -2.6251, 0.3140, 0.2522, 0.4134, 0.2742, 0.4006, 0.5097, 1.7468, 3.1105, -1.9151, -2.0876, 0.4403, 0.4461, 0.3082, 0.4651, 0.2709, 0.4491, -0.3542, 0.1010, -0.2009, 0.4015, -0.6949, -0.0254, -0.8432, 0.2810, 0.9109, -0.2620, 0.3704, -0.6090, 0.3538, -0.4612, 0.3536, -0.6282, 0.3833, -0.2212, 0.3554, -0.1234, 0.5254, 0.2297, -1.3809, 0.8785, -0.1490, -0.6724, -0.5034, -0.6167, -0.2392, 0.6654, -0.1907, -0.7370, -0.4240, -0.7673, 0.0231, 0.2372, -0.2711, -0.5216, -0.5419, -0.7213, -0.1695, 0.4369, 0.3575, 0.3443, 0.3840, 0.0250, 0.3006, 0.3661, 0.3469, 0.3890, -0.0630, 0.1814, 0.3686, 0.3495, 0.3722, 0.5343

---

(3)
ORCA calculation (ωB97M-V with the def2-TZVPD basis set) on the molecule C4H5F2NO.

Results
Energy above the lowest of the compared OMol25 structures with the same formula, charge and spin ... 42.7 kcal per mole
2S+1 ... 1
Highest occupied orbital energy ... -9.34 eV
SMILES ... N/C(CF)=C(\F)C=O
Kohn-Sham gap ... 9.25 eV
LUMO ... -0.090 eV

Atoms and positions in Å:
1 N 0.348 -0.993 1.542
2 C 0.019 -0.421 0.326
3 C 1.273 -0.582 -0.606
4 F 0.757 -0.215 -1.791
5 C -0.890 0.555 0.113
6 F -1.563 0.810 1.363
7 C -1.166 1.497 -1.020
8 O -1.848 2.495 -0.657
9 H -0.457 -0.826 2.188
10 H 0.325 -2.005 1.398
11 H 1.542 -1.568 -0.741
12 H 2.132 0.077 -0.306
13 H -0.473 1.177 -1.809

Computed Mulliken charges, given in elementary charges: -0.5629, 0.1353, -0.2528, -0.3183, 0.3568, -0.3311, -0.0393, -0.5123, 0.3073, 0.2768, 0.3075, 0.2278, 0.4052

---

(4)
ORCA calculation (ωB97M-V with the def2-TZVPD basis set) on a structure of composition C12H29NO10P2S.

Results
2S+1 ... 1
Highest occupied orbital energy ... -9.21 eV
Kohn-Sham gap ... 8.73 eV
LUMO ... -0.477 eV

Atoms and positions in Å:
1 C 1.997 0.684 3.205
2 C 0.957 0.089 2.203
3 O 0.098 -0.825 2.919
4 C 0.225 -2.121 2.488
5 O -0.065 -2.478 1.392
6 C 0.731 -3.174 3.495
7 C 2.087 -3.851 3.068
8 C 2.829 -3.092 1.943
9 O 4.159 -3.586 1.708
10 S 5.304 -2.522 2.219
11 O 6.413 -3.316 2.674
12 O 5.906 -1.683 0.896
13 P 5.660 -2.426 -0.609
14 N 5.426 -1.039 -1.658
15 O 7.110 -3.079 -1.161
16 H 2.818 1.166 2.637
17 H 1.524 1.501 3.782
18 H 2.388 -0.086 3.889
19 H 0.383 0.956 1.828
20 H 1.458 -0.378 1.339
21 H -0.022 -3.966 3.640
22 H 0.875 -2.652 4.459
23 H 1.864 -4.878 2.730
24 H 2.700 -3.916 3.985
25 H 2.257 -3.238 1.009
26 H 2.863 -2.013 2.196
27 H 5.409 -1.412 -2.611
28 H 6.319 -0.527 -1.607
29 H 7.346 -2.650 -2.000
30 O -2.524 0.954 -3.066
31 P -3.186 2.015 -2.233
32 O -2.016 3.168 -2.195
33 C -1.813 3.962 -3.361
34 C -2.963 4.924 -3.610
35 O -2.963 1.347 -0.744
36 C -2.652 -0.042 -0.611
37 C -1.153 -0.276 -0.596
38 O -4.288 3.067 -1.524
39 C -5.677 2.811 -1.805
40 C -6.128 1.451 -1.307
41 H -1.660 3.312 -4.228
42 H -0.893 4.525 -3.203
43 H -3.878 4.387 -3.874
44 H -2.722 5.602 -4.432
45 H -3.174 5.514 -2.718
46 H -3.138 -0.621 -1.397
47 H -3.080 -0.382 0.335
48 H -0.634 0.307 -1.359
49 H -0.926 -1.330 -0.750
50 H -0.736 0.025 0.358
51 H -5.846 2.900 -2.882
52 H -6.252 3.596 -1.313
53 H -5.611 0.643 -1.834
54 H -7.199 1.321 -1.464
55 H -5.907 1.336 -0.245

Computed Mulliken charges, given in elementary charges: -1.2649, -0.4061, -0.4070, 0.5567, -0.4407, -0.5442, -0.4961, -0.1756, -0.3152, 0.6854, -0.5134, -0.2386, 0.3827, -0.6720, -0.5027, 0.3010, 0.3999, 0.2765, 0.4586, 0.4404, 0.3268, 0.3031, 0.3353, 0.1942, 0.3306, 0.1394, 0.2873, 0.2784, 0.3090, -0.7742, 1.0695, -0.3337, -0.3605, -0.9162, -0.3670, -0.5086, -0.5584, -0.2989, -0.2951, -1.0730, 0.2871, 0.3323, 0.2033, 0.4085, 0.2416, 0.3775, 0.3958, 0.3679, 0.3391, -0.1952, 0.2918, 0.3621, 0.3088, 0.4189, 0.2475

---

(5)
ORCA calculation (ωB97M-V with the def2-TZVPD basis set) on the ion C9H15N2O with charge +1.

Results
Energy above the lowest of the compared OMol25 structures with the same formula, charge and spin ... 174.4 kcal per mole
2S+1 ... 1
Highest occupied orbital energy (alpha / beta) ... -13.17 / -13.17 eV
Kohn-Sham gap (alpha / beta) ... 8.84 / 8.85 eV
LUMO (alpha / beta) ... -4.324 / -4.324 eV
Total charge ... +1

Atoms and positions in Å:
1 C 1.176 -0.457 -0.886
2 C 1.498 0.605 -1.890
3 C -0.234 1.238 2.280
4 C -0.162 1.880 0.903
5 C 0.272 -0.202 2.317
6 C -0.792 1.024 -0.195
7 C -0.460 -0.964 1.157
8 C -0.107 -0.994 -1.403
9 C -0.586 -2.336 -1.778
10 N -0.097 -0.267 -0.136
11 N 0.498 0.454 -2.715
12 O -0.013 0.817 -3.733
13 H 1.873 -0.975 -0.294
14 H 2.236 1.409 -1.892
15 H 0.382 1.657 3.091
16 H -1.330 1.113 2.763
17 H -0.556 2.879 0.782
18 H 0.818 2.128 0.731
19 H 1.388 -0.164 1.970
20 H 0.053 -0.619 3.195
21 H -1.781 0.718 0.007
22 H -0.569 1.594 -1.048
23 H -0.089 -1.949 1.013
24 H -1.447 -0.815 1.420
25 H 0.248 -3.008 -1.615
26 H -0.747 -2.265 -2.872
27 H -1.472 -2.500 -1.170

Computed Mulliken charges, given in elementary charges: -0.1534, -0.6673, -0.6139, -0.8018, -0.6561, -0.7059, -0.8052, 0.4237, -1.3575, 0.3598, 0.3383, -0.5311, 0.6074, 0.4454, 0.3525, 0.2736, 0.4924, 0.4016, 0.2467, 0.5001, 0.4541, 0.4309, 0.4991, 0.3795, 0.3356, 0.3819, 0.3694